{
  "formula": "C3H7N2S",
  "method": "ωB97M-V/def2-TZVPD",
  "symbols": ["C", "C", "C", "N", "N", "S", "H", "H", "H", "H", "H", "H", "H"],
  "positions_angstrom": [[2.1357, 0.5690, 0.2743], [-1.4958, -0.5364, -0.1284], [-1.9227, -1.6455, 0.2318], [-1.1179, 0.5910, -0.5650], [1.2483, 1.4882, 0.1849], [1.9539, -0.9384, -0.4464], [3.0464, 0.8333, 0.7467], [-2.2165, -1.8364, 1.3036], [-1.9146, -2.3772, -0.5524], [0.5054, -0.9549, -0.5989], [-1.9155, 1.2836, -0.9149], [1.3882, 2.2620, 0.7198], [0.3051, 1.2616, -0.2551]],
  "mulliken_charge": [0.169, 0.564, -0.652, -0.665, -0.190, -0.104, 0.390, 0.259, 0.324, 0.128, 0.259, 0.244, 0.273],
  "total_charge": 1,
  "mol_weight_g_mol": 103.17,
  "e_tot_ha": -625.8757,
  "relative_energy_ev": 2.625,
  "homo_ha": -0.5255
}

=====

{
  "formula": "C3H7N2S",
  "method": "ωB97M-V/def2-TZVPD",
  "symbols": ["C", "C", "C", "N", "N", "S", "H", "H", "H", "H", "H", "H", "H"],
  "positions_angstrom": [[-0.8987, 2.1659, -0.1765], [1.2210, -1.2236, -0.0076], [1.5232, -1.9005, 1.0672], [0.8324, -0.4909, -0.8799], [-1.7167, 1.1096, -0.2138], [0.6571, 2.3434, -0.7214], [-1.5224, 3.1179, -0.1470], [1.0368, -2.7398, 1.4929], [2.2422, -1.7511, 1.7979], [0.7098, 0.9132, -0.7634], [1.1283, -0.7220, -1.8128], [-2.7048, 1.2367, -0.2573], [-1.4183, 0.1568, -0.0063]],
  "mulliken_charge": [0.197, 0.635, -0.895, -0.477, -0.266, -0.176, 0.303, 0.302, 0.313, 0.336, 0.259, 0.252, 0.218],
  "total_charge": 1,
  "mol_weight_g_mol": 103.17,
  "e_tot_ha": -625.8634,
  "relative_energy_ev": 2.959,
  "homo_ha": -0.5043
}

=====

{
  "formula": "C3H7N2S",
  "method": "ωB97M-V/def2-TZVPD",
  "symbols": ["C", "C", "C", "N", "N", "S", "H", "H", "H", "H", "H", "H", "H"],
  "positions_angstrom": [[0.9654, -1.0665, -1.7093], [-0.2753, 0.3526, 0.9356], [-0.0299, 1.7411, 0.5905], [-1.3519, -0.1498, 1.3623], [0.7830, -1.4220, -0.4924], [1.7093, -2.1778, -2.8257], [0.7484, -0.1417, -2.1422], [-0.5507, 2.2386, 1.3507], [1.0585, 1.8182, 0.4463], [-0.3730, 1.8119, -0.4517], [-2.2497, 0.4718, 1.4627], [-1.4173, -1.1948, 1.6237], [0.9832, -2.2816, -0.1507]],
  "mulliken_charge": [0.173, 0.452, -0.960, -0.307, -0.449, 0.001, 0.258, 0.415, 0.319, 0.309, 0.291, 0.314, 0.184],
  "total_charge": 1,
  "mol_weight_g_mol": 103.17,
  "e_tot_ha": -625.7798,
  "relative_energy_ev": 5.236,
  "homo_ha": [-0.4844, -0.4964]
}

=====

{
  "formula": "C3H7N2S",
  "method": "ωB97M-V/def2-TZVPD",
  "symbols": ["C", "C", "C", "N", "N", "S", "H", "H", "H", "H", "H", "H", "H"],
  "positions_angstrom": [[-1.5003, 0.6427, -0.3983], [-0.3899, -0.2618, -0.2083], [2.0650, -1.1943, 0.6686], [1.5576, -2.2147, 0.2370], [-1.2105, 2.0172, -0.4008], [1.0181, 0.3271, 0.4807], [-1.8495, 0.4215, -1.4818], [-2.4918, 0.5653, 0.2865], [-0.2144, -1.2381, -0.6780], [2.9379, -0.9500, 1.3299], [1.8905, -3.1158, 0.5862], [-1.4845, 2.5552, 0.3414], [-0.3282, 2.4456, -0.7631]],
  "mulliken_charge": [-0.151, -0.131, 0.069, -0.457, -0.523, 0.097, 0.253, 0.359, 0.402, 0.349, 0.286, 0.205, 0.241],
  "total_charge": 1,
  "mol_weight_g_mol": 103.17,
  "e_tot_ha": -625.8480,
  "relative_energy_ev": 3.380,
  "homo_ha": [-0.5075, -0.5075]
}

=====

{
  "formula": "C3H7N2S",
  "method": "ωB97M-V/def2-TZVPD",
  "symbols": ["C", "C", "C", "N", "N", "S", "H", "H", "H", "H", "H", "H", "H"],
  "positions_angstrom": [[3.4152, -1.1279, -0.3639], [-0.4105, 0.5771, 0.3180], [-2.3707, -0.5679, 0.3345], [2.9404, -0.2361, 0.1883], [-1.5200, 0.4553, -0.2716], [0.8526, 1.6710, -0.4225], [3.8647, -1.9452, -0.7415], [0.7637, 2.3971, 0.6554], [-2.4199, -1.3570, -0.4034], [-1.9004, -0.9934, 1.2347], [-3.4492, -0.2954, 0.5650], [-1.7886, 1.0341, -1.0814], [2.0228, 0.3882, -0.0115]],
  "mulliken_charge": [0.146, -0.352, -0.618, -0.037, 0.067, -0.319, 0.382, 0.269, 0.298, 0.302, 0.295, 0.268, 0.300],
  "total_charge": 1,
  "mol_weight_g_mol": 103.17,
  "e_tot_ha": -625.7896,
  "relative_energy_ev": 4.968,
  "homo_ha": -0.4488
}

=====

{
  "formula": "C3H7N2S2",
  "method": "ωB97M-V/def2-TZVPD",
  "symbols": ["C", "C", "C", "N", "N", "S", "S", "H", "H", "H", "H", "H", "H", "H"],
  "positions_angstrom": [[-0.3999, 1.1889, -0.5325], [0.9249, 1.1701, 1.5171], [-0.3721, -1.3475, -0.9493], [-0.4085, -0.0700, -1.2229], [0.0725, 1.5306, 0.6464], [-0.2410, -1.7436, 0.7543], [-0.4781, -2.4786, -2.2917], [-1.1252, 1.8190, -0.9595], [1.7519, 0.4756, 1.2230], [1.1081, 1.8479, 2.2832], [-0.6337, -0.0046, -2.1795], [-0.0957, 2.5590, 0.7989], [-0.1363, -3.0230, 0.6985], [-0.8045, -1.4300, -3.1624]],
  "mulliken_spin": [0.431, 0.732, 0.454, 0.014, 0.125, 0.089, 0.095, 0.011, 0.012, 0.029, 0.001, -0.006, 0.006, 0.009],
  "multiplicity": 3,
  "total_charge": 1,
  "mol_weight_g_mol": 135.24,
  "e_tot_ha": -1023.9613,
  "relative_energy_ev": 2.651,
  "homo_ha": [-0.3634, -0.5117]
}

=====

{
  "formula": "C3H7N3",
  "method": "ωB97M-V/def2-TZVPD",
  "symbols": ["C", "C", "C", "N", "N", "N", "H", "H", "H", "H", "H", "H", "H"],
  "positions_angstrom": [[1.8924, 1.0914, 0.0790], [-0.8942, -0.2105, -0.2381], [-2.2934, -0.4640, 0.1280], [-0.0700, -1.0762, 0.1317], [1.1892, -1.2183, 0.0511], [2.0690, -0.1947, -0.1222], [0.8785, 1.2693, 0.2392], [2.6849, 1.8545, 0.3492], [-0.5781, 0.5987, -0.9293], [-2.4672, -1.1683, 0.8291], [-2.8683, -0.5147, -0.7746], [-2.6316, 0.4288, 0.4830], [3.0889, -0.3961, -0.2261]],
  "mulliken_charge": [-0.371, 0.047, -1.224, -0.005, -0.882, 0.212, 0.272, 0.225, 0.415, 0.405, 0.283, 0.347, 0.276],
  "total_charge": 0,
  "mol_weight_g_mol": 85.11,
  "e_tot_ha": -282.5981,
  "relative_energy_ev": 4.795,
  "homo_ha": [-0.2676, -0.2676]
}

=====

{
  "formula": "C3H7N3",
  "method": "ωB97M-V/def2-TZVPD",
  "symbols": ["C", "C", "N", "C", "N", "N", "H", "H", "H", "H", "H", "H", "H"],
  "positions_angstrom": [[1.3248, -1.1190, -0.8761], [-0.5558, 0.6465, 0.6415], [-1.4354, 1.6664, 0.3620], [-0.1236, -1.3046, -0.5968], [-0.9144, -0.5342, 0.0079], [0.4470, 0.6992, 1.4170], [-1.4627, 2.4517, 0.9915], [-2.3089, 1.4105, -0.0670], [0.5401, 1.5785, 1.9179], [-0.5726, -2.2184, -0.9808], [1.6633, -0.1480, -0.5274], [1.5174, -1.2364, -1.9416], [1.8807, -1.8924, -0.3482]],
  "mulliken_charge": [-0.962, 0.520, -0.402, 0.111, -0.533, -0.649, 0.216, 0.241, 0.184, 0.398, 0.320, 0.310, 0.248],
  "total_charge": 0,
  "mol_weight_g_mol": 85.11,
  "smiles": "[H]/N=C(N)/N=C\\C",
  "e_tot_ha": -282.7663,
  "relative_energy_ev": 0.218,
  "homo_ha": -0.3372
}

=====

{
  "formula": "C3H7N3",
  "method": "ωB97M-V/def2-TZVPD",
  "symbols": ["C", "N", "C", "C", "N", "N", "H", "H", "H", "H", "H", "H", "H"],
  "positions_angstrom": [[-1.2374, -0.0854, -1.3399], [0.2003, -0.0016, -1.1152], [0.6574, 1.5056, 0.5753], [0.8604, -0.4166, 2.1079], [0.7581, 0.9387, 1.6111], [0.8708, -1.4324, 1.3857], [0.6961, 0.1297, -1.9943], [0.7812, -1.1920, 0.3739], [0.4273, 1.3881, -0.6314], [0.9024, -0.4458, 3.1915], [-1.6942, 0.7984, -1.8152], [-1.4802, -0.9505, -1.9674], [-1.7423, -0.2362, -0.3819]],
  "mulliken_charge": [-0.768, -0.828, 0.126, -0.078, -0.235, -0.572, 0.203, 0.508, 0.417, 0.352, 0.299, 0.302, 0.274],
  "total_charge": 0,
  "mol_weight_g_mol": 85.11,
  "e_tot_ha": -282.6135,
  "relative_energy_ev": 4.374,
  "homo_ha": [-0.3133, -0.3133]
}

=====

{
  "formula": "C3H7N3",
  "method": "ωB97M-V/def2-TZVPD",
  "symbols": ["C", "C", "C", "N", "N", "N", "H", "H", "H", "H", "H", "H", "H"],
  "positions_angstrom": [[1.7429, 1.1027, 0.0694], [-0.8007, -0.3776, -0.3311], [-2.2686, -0.3460, 0.1237], [0.0546, -1.1828, 0.1104], [1.3513, -1.2218, 0.0116], [2.0772, -0.1166, -0.0925], [0.7276, 1.5617, 0.1270], [2.4915, 1.9232, 0.2564], [-0.7488, 0.2424, -1.1362], [-2.3940, -1.3249, 0.4946], [-2.9500, -0.1375, -0.8220], [-2.3064, 0.3596, 1.1026], [3.0235, -0.4823, 0.0861]],
  "mulliken_spin": [0.773, 0.370, 0.004, 0.074, 0.462, 0.266, 0.022, 0.022, 0.001, 0.003, 0.002, 0.027, -0.026],
  "multiplicity": 3,
  "total_charge": 0,
  "mol_weight_g_mol": 85.11,
  "e_tot_ha": -282.5299,
  "relative_energy_ev": 2.238,
  "homo_ha": [-0.2022, -0.3585]
}